No. 1
A cluster of 9 separate species, FH16O8 in total, computed with wB97M-V/def2-TZVPD.

Last column: Mulliken charge in e.
Atoms and positions in Å:
F  0.127  0.077  -0.238  -0.632
O  1.376  -2.151  0.234  -0.593
H  1.128  -1.287  0.090  0.236
H  2.265  -2.134  0.562  0.318
O  -1.192  1.568  -2.111  -0.693
H  -0.697  2.389  -2.097  0.310
H  -0.900  0.952  -1.382  0.231
O  -1.520  -2.244  1.352  -0.567
H  -0.629  -2.003  1.489  0.237
H  -1.446  -3.141  1.146  0.301
O  -2.054  1.406  0.737  -0.656
H  -1.422  0.887  0.283  0.209
H  -2.201  2.161  0.175  0.390
O  0.938  2.368  1.173  -0.662
H  0.708  3.115  0.625  0.303
H  0.648  1.597  0.672  0.360
O  0.526  -0.332  2.567  -0.657
H  0.935  -1.195  2.659  0.369
H  0.230  -0.196  1.693  0.200
O  -0.834  -1.488  -2.134  -0.677
H  -0.447  -1.223  -1.353  0.345
H  -1.810  -1.387  -1.914  0.318
O  2.104  1.046  -1.701  -0.666
H  2.800  0.481  -1.375  0.295
H  1.376  0.728  -1.147  0.379

Results
- Energy above the lowest of the compared OMol25 structures with the same formula, charge and spin: 1.7032 eV
- 2S+1: 1
- Highest occupied orbital energy: -7.11 eV
- Net charge: -1
- Gap between HOMO and LUMO: 0.3799 hartree
- Molecular weight: 163.12 g/mol

No. 2
A cluster of 2 separate species, FH2N in total, computed with wB97M-V/def2-TZVPD.

Last column: Mulliken charge in e.
Atoms and positions in Å:
N  -0.205  -0.221  -0.562  -0.195
F  -0.161  1.302  1.082  -0.408
H  0.809  -0.145  -0.643  0.302
H  -0.443  -0.937  0.123  0.302

Results
- Energy above the lowest of the compared OMol25 structures with the same formula, charge and spin: 2.6413 eV
- 2S+1: 1
- Highest occupied orbital energy (alpha / beta): -12.44 / -12.43 eV
- Gap between HOMO and LUMO (alpha / beta): 0.3221 / 0.3220 hartree
- Molecular weight: 35.02 g/mol